7
Properties=species:S:1:pos:R:3 method="wB97M-V/def2-TZVPD" orbital_gap_ev=8.91 smiles="O=N[C@@H]1C=N1"
O 0.62565 1.45026 -0.01230
N -0.58153 1.21856 0.33413
C -0.83909 -0.06303 0.18745
C 0.80952 -0.46732 -0.28415
N -0.13315 -0.84882 -0.95383
H -1.67329 -0.59652 0.61867
H 1.79190 -0.69313 0.11003

=====

16
Properties=species:S:1:pos:R:3 method="wB97M-V/def2-TZVPD" orbital_gap_ev=10.12 smiles="N[C@@H](CC(=O)O)C(=O)O"
N -0.87094 1.92492 0.28295
C -0.68350 0.77883 -0.61522
C 0.89212 0.65762 -0.92772
C 1.76997 -0.16562 0.03885
O 2.88126 -0.51397 -0.09848
O 1.05762 -0.40783 1.20749
C -1.44778 -0.39911 -0.03404
O -2.15217 -0.39926 0.89451
O -1.36628 -1.47689 -0.87902
H -1.38987 1.55503 1.12401
H 0.03013 2.26389 0.53992
H -1.12891 0.99232 -1.67427
H 0.79426 0.24996 -1.99465
H 1.36516 1.61715 -1.09632
H 1.72824 -0.77175 1.82958
H -1.85071 -2.22780 -0.47609

=====

120
Properties=species:S:1:pos:R:3 method="wB97M-V/def2-TZVPD" orbital_gap_ev=6.19 charge=-1
O 9.06097 0.80253 -0.14869
C 8.13480 0.98715 -0.89855
F 7.79355 0.05337 -1.76676
N 7.36999 2.17751 -0.88289
C 5.98137 1.97895 -0.73538
O 5.38619 0.95810 -0.90204
S 5.11405 3.52278 -0.22047
O 5.86044 4.63823 -0.73364
O 5.14124 3.43185 1.21468
N 3.62350 3.40062 -0.71459
S 3.50354 3.47513 -2.32260
O 3.30958 4.80078 -2.84937
O 4.55381 2.75608 -3.02322
C 1.98322 2.56028 -2.60648
C 1.00295 2.65743 -1.44290
C 0.95576 1.42607 -0.57958
F 1.01076 0.26835 -1.33530
H 7.59024 2.80190 -1.64933
H 2.29520 1.54736 -2.79417
H 1.56273 2.97389 -3.50775
H 1.20304 3.51330 -0.81186
H 0.01855 2.80967 -1.86923
H -0.00162 1.41079 -0.07177
H 1.72638 1.39161 0.17791
C -0.47677 -3.52382 -2.07879
C -1.41042 -4.48139 -2.46020
C -2.66922 -4.49477 -1.88441
C -2.99903 -3.55596 -0.91619
C -2.05149 -2.60845 -0.51671
C -0.79433 -2.58888 -1.10894
C -2.36577 -1.62031 0.55098
O -1.54339 -0.79937 0.89305
C -3.71091 -1.67321 1.19008
C -4.00646 -0.79499 2.22417
C -5.25550 -0.82262 2.81861
C -6.21944 -1.72265 2.37759
C -5.92920 -2.60399 1.35097
C -4.67232 -2.58967 0.75891
C -4.36416 -3.56685 -0.32312
O -5.20643 -4.35338 -0.70892
H 0.50231 -3.50819 -2.53813
H -1.15552 -5.21616 -3.21257
H -3.39555 -5.23530 -2.18892
H -0.06535 -1.84622 -0.81395
H -3.25637 -0.09392 2.56233
H -5.48461 -0.14098 3.62656
H -7.19691 -1.73371 2.84047
H -6.67479 -3.30749 1.00835
C -7.81928 4.77832 4.40915
C -8.91517 5.61361 4.59925
C -10.19980 5.11812 4.45952
C -10.39572 3.78665 4.11810
C -9.29476 2.95343 3.90610
C -8.00829 3.45208 4.06301
C -9.47978 1.53465 3.49490
O -8.52406 0.80919 3.31639
C -10.86778 1.03052 3.30032
C -11.06222 -0.27299 2.86310
C -12.34565 -0.75974 2.69009
C -13.44263 0.05150 2.96141
C -13.25500 1.35292 3.39252
C -11.96897 1.85038 3.55523
C -11.78431 3.26426 3.98809
O -12.74082 3.97210 4.22335
H -6.81643 5.16604 4.52667
H -8.76448 6.65286 4.85839
H -11.05307 5.76367 4.61146
H -7.15857 2.80229 3.90922
H -10.20841 -0.90231 2.65571
H -12.49471 -1.77388 2.34459
H -14.44529 -0.33321 2.83172
H -14.10511 1.98717 3.59981
C -4.37045 -2.93780 -5.26468
C -4.72811 -3.71726 -6.35998
C -3.96533 -3.68186 -7.51495
C -2.84676 -2.86023 -7.58277
C -2.50215 -2.06322 -6.48902
C -3.26169 -2.11313 -5.32907
C -1.33356 -1.14077 -6.55180
O -1.03377 -0.45379 -5.60062
C -0.54990 -1.08098 -7.81684
C 0.51063 -0.19016 -7.91548
C 1.25670 -0.13183 -9.07926
C 0.95160 -0.96943 -10.14748
C -0.10734 -1.85577 -10.05647
C -0.86755 -1.90995 -8.89563
C -2.02388 -2.84670 -8.82484
O -2.29200 -3.57799 -9.75614
H -4.96086 -2.97203 -4.35825
H -5.60126 -4.35407 -6.30970
H -4.23620 -4.28958 -8.36670
H -2.98411 -1.50391 -4.47984
H 0.74811 0.45669 -7.08257
H 2.07980 0.56567 -9.15561
H 1.54093 -0.92652 -11.05369
H -0.34881 -2.50477 -10.88624
C 15.18577 0.40186 6.53343
C 14.51738 -0.05350 7.66536
C 13.18654 -0.42284 7.58373
C 12.51328 -0.32878 6.37261
C 13.17769 0.14855 5.24266
C 14.51777 0.50307 5.32595
C 12.46209 0.30118 3.94155
O 13.04943 0.71110 2.96242
C 11.01934 -0.05486 3.88516
C 10.31861 0.13060 2.70019
C 8.97921 -0.20814 2.62854
C 8.33520 -0.74232 3.74019
C 9.02519 -0.92546 4.92647
C 10.36586 -0.57564 5.00829
C 11.08360 -0.74771 6.29795
O 10.52747 -1.21270 7.27248
H 16.22887 0.68254 6.59698
H 15.03814 -0.12109 8.61145
H 12.66482 -0.78196 8.45951
H 15.03193 0.86124 4.44533
H 10.81766 0.54260 1.83551
H 8.43845 -0.06068 1.71551
H 7.28924 -1.01122 3.67932
H 8.52409 -1.33555 5.79176

=====

85
Properties=species:S:1:pos:R:3 method="wB97M-V/def2-TZVPD" orbital_gap_ev=7.33
C 35.07393 -16.59671 -17.09219
Br 35.72469 -15.66165 -18.68647
Br 33.29287 -17.45408 -17.39166
Br 34.95165 -15.16647 -15.61811
H 35.72938 -17.39416 -16.74212
C 40.71298 -14.79514 -13.03430
C 40.39935 -13.66249 -12.25940
C 39.49484 -13.81244 -11.17973
C 38.86832 -15.07302 -10.93807
C 39.20306 -16.19054 -11.68515
C 40.04246 -15.99145 -12.77989
O 40.19745 -16.95333 -13.70212
O 39.38406 -12.75671 -10.32204
H 41.44334 -14.78163 -13.82979
H 41.01073 -12.78633 -12.41730
H 38.24246 -15.23627 -10.07317
H 38.82710 -17.19988 -11.60577
H 40.86309 -16.75080 -14.36357
H 40.20289 -12.25669 -10.35514
C 41.77407 -18.86598 -20.84345
C 41.32574 -19.25377 -22.08437
C 42.22996 -19.78067 -23.07624
C 43.55977 -19.61176 -22.86891
C 44.08035 -19.04783 -21.67139
C 43.15908 -18.82748 -20.62291
O 43.51086 -18.40634 -19.42671
O 41.81445 -20.29490 -24.20644
H 41.00196 -18.51524 -20.17469
H 40.25348 -19.23793 -22.21248
H 44.16540 -19.88816 -23.71934
H 45.14307 -18.94137 -21.51114
H 44.35319 -18.84641 -19.29107
H 40.88710 -20.50198 -24.06954
C 36.71678 -6.67827 -21.75166
C 36.63931 -5.35377 -22.10245
C 35.58344 -4.61415 -21.43358
C 34.74916 -5.23176 -20.46080
C 34.98404 -6.55249 -20.13852
C 35.94490 -7.31386 -20.81137
O 36.23068 -8.65000 -20.53349
O 35.42791 -3.38650 -21.89718
H 37.48752 -7.30658 -22.17306
H 37.35713 -4.95937 -22.80642
H 33.80625 -4.82651 -20.12452
H 34.29400 -6.94868 -19.40826
H 36.15686 -9.33519 -21.20183
H 34.87697 -2.92224 -21.26274
C 35.64280 -22.42178 -23.40274
C 35.03915 -22.54485 -22.16445
C 34.98456 -23.71834 -21.47385
C 35.69406 -24.82235 -21.94361
C 36.44076 -24.71435 -23.14719
C 36.40470 -23.50259 -23.86257
O 36.86805 -23.32218 -25.14959
O 34.29867 -23.80347 -20.28240
H 35.61693 -21.58403 -24.08383
H 34.46084 -21.72070 -21.77361
H 35.77028 -25.77765 -21.44564
H 36.97884 -25.52086 -23.62304
H 36.29294 -23.85929 -25.69947
H 34.04780 -24.64660 -19.89797
C 35.83557 -22.14835 -11.26743
O 36.64639 -23.05808 -11.52727
N 35.24752 -21.50706 -12.16097
N 35.82657 -21.35428 -10.20253
H 34.26117 -21.49416 -11.94410
H 35.60028 -21.66205 -13.09458
H 35.14027 -20.61380 -10.17427
H 36.39323 -21.55082 -9.38991
C 34.87634 -9.11785 -12.74949
O 33.79984 -8.90764 -13.20801
N 35.88386 -9.59750 -13.44842
N 35.10477 -8.92352 -11.50756
H 36.54932 -10.19158 -12.97478
H 35.62268 -9.70117 -14.41854
H 36.02869 -9.08111 -11.13124
H 34.27567 -8.68978 -10.98024
C 30.71457 -18.95505 -10.59803
O 30.10070 -19.50308 -11.50937
N 31.47904 -18.01926 -10.95547
N 30.84108 -19.32879 -9.35582
H 31.51253 -17.84164 -11.94917
H 32.23819 -17.63377 -10.41215
H 30.18767 -19.97699 -8.93990
H 31.14956 -18.58718 -8.74348

=====

Number 1: highest occupied orbital energy -9.3 eV. Number 2: highest occupied orbital energy -9.6 eV. Number 3: highest occupied orbital energy -6.4 eV. Number 4: highest occupied orbital energy -7.9 eV.